1.
Here is a molecular structure, C39H38N6PTi from the Open Molecules 2025 dataset. Energies are from wB97M-V/def2-TZVPD.

Lowest unoccupied orbital energy (spin up / spin down), eV: 0.234 / 0.234
Relative energy (zero: lowest compared OMol25 entry of this formula, charge and spin), kcal per mole: 0.00
E, a.u.: -3028.1815
Orbital gap (spin up / spin down), eV: 6.4 / 7.7

The geometry in ORCA input format:
```
! RIJCOSX wB97M-V def2-TZVPD def2/J DEFGRID3
* xyz 0 2
Ti -0.844 -0.561 0.403
N -0.543 1.979 -0.764
C -0.068 2.137 -2.101
C 0.074 3.384 -2.699
C 0.549 3.488 -3.997
C 0.874 2.349 -4.723
C 0.756 1.102 -4.128
C 0.308 0.989 -2.817
P 0.343 -0.581 -1.909
C 2.095 -0.792 -1.467
C 3.003 0.262 -1.508
C 4.294 0.083 -1.027
C 4.689 -1.145 -0.518
C 3.788 -2.202 -0.484
C 2.493 -2.026 -0.944
C 0.014 -1.850 -3.167
C -1.320 -2.101 -3.489
C -1.630 -3.071 -4.432
C -0.618 -3.788 -5.056
C 0.709 -3.524 -4.750
C 1.028 -2.557 -3.807
H -1.493 1.605 -0.774
H -0.558 2.849 -0.246
H -0.204 4.274 -2.146
H 0.652 4.466 -4.449
H 1.225 2.435 -5.743
H 1.023 0.208 -4.678
H 2.708 1.224 -1.906
H 4.992 0.910 -1.050
H 5.697 -1.278 -0.146
H 4.086 -3.165 -0.089
H 1.787 -2.848 -0.894
H -2.106 -1.535 -3.003
H -2.666 -3.263 -4.679
H -0.865 -4.550 -5.784
H 1.501 -4.074 -5.243
H 2.065 -2.363 -3.560
C -1.325 -4.032 2.381
C -1.086 -3.723 0.891
C -2.432 -3.855 0.168
C -0.558 -2.306 0.808
C -0.048 -4.675 0.285
C 0.914 -5.309 1.070
C 1.895 -6.113 0.504
C 1.932 -6.312 -0.868
C 0.973 -5.698 -1.662
C 0.000 -4.890 -1.092
H -2.113 -3.378 2.753
H -0.437 -3.837 2.983
H -1.633 -5.071 2.526
H -3.172 -3.212 0.648
H -2.784 -4.888 0.217
H -2.370 -3.561 -0.883
H 0.416 -2.186 1.330
H 0.912 -5.177 2.143
H 2.629 -6.590 1.141
H 2.693 -6.941 -1.311
H 0.983 -5.844 -2.734
H -0.722 -4.411 -1.739
N -4.929 -0.520 -2.593
N -4.424 0.065 -1.417
N -5.064 -0.315 -0.228
C -4.090 -0.486 0.606
N -2.869 -0.334 0.038
N -3.047 -0.083 -1.282
H -5.232 -1.468 -2.369
H -5.751 0.009 -2.857
H -4.226 -0.745 1.644
C 3.626 0.911 3.886
C 3.426 0.137 2.727
C 2.182 0.044 2.166
C 1.065 0.715 2.725
C -0.233 0.622 2.136
C -1.250 1.349 2.719
C -1.049 2.141 3.873
C 0.187 2.214 4.448
C 1.279 1.508 3.886
C 2.576 1.582 4.450
H 4.613 0.977 4.326
H 4.262 -0.384 2.275
H 2.051 -0.549 1.267
H -2.254 1.320 2.302
H -1.881 2.688 4.301
H 0.353 2.814 5.335
H 2.723 2.185 5.339
*
```

2.
Here is a molecular structure, C39H39BBrN9O3SY from the Open Molecules 2025 dataset. Energies are from wB97M-V/def2-TZVPD.

Lowest unoccupied orbital energy, eV: -3.967
Relative energy (zero: lowest compared OMol25 entry of this formula, charge and spin), kcal per mole: 4.61
E, a.u.: -5263.4645
Orbital gap, eV: 7.3

The geometry in ORCA input format:
```
! RIJCOSX wB97M-V def2-TZVPD def2/J DEFGRID3
* xyz 1 1
Y -0.303 -0.418 -0.356
C 0.635 1.183 5.872
C -0.281 0.732 4.725
C -1.718 1.135 5.051
C 0.241 1.303 3.414
C -0.439 2.277 2.690
C 0.219 3.036 1.716
C 1.570 2.846 1.447
C 2.382 3.896 0.736
C 2.191 1.729 2.021
C 1.536 0.979 2.987
H 0.259 0.812 6.827
H 0.671 2.274 5.919
H 1.654 0.819 5.746
H -0.220 -0.359 4.675
H -1.794 2.216 5.188
H -2.034 0.668 5.985
H -2.439 0.854 4.277
H -1.459 2.538 2.943
H -0.304 3.865 1.249
H 3.190 3.460 0.150
H 2.836 4.545 1.490
H 1.766 4.529 0.099
H 3.226 1.512 1.782
H 2.084 0.197 3.506
B 0.740 -3.317 -2.013
N -0.814 -3.051 -2.110
C -1.643 -3.728 -2.909
C -2.894 -3.129 -2.880
C -2.737 -2.061 -2.011
N -1.480 -2.009 -1.548
N 1.229 -3.254 -0.532
C 2.043 -4.138 0.058
C 2.377 -3.671 1.319
C 1.714 -2.457 1.415
N 1.027 -2.203 0.300
H 0.928 -4.438 -2.412
H 1.327 -2.489 -2.667
H -1.289 -4.592 -3.447
H -3.784 -3.430 -3.406
H -3.470 -1.335 -1.699
H 2.330 -5.039 -0.459
H 3.018 -4.138 2.048
H 1.696 -1.755 2.235
C 0.969 4.334 -3.918
C -0.397 4.159 -4.123
C -1.140 3.373 -3.262
C -0.511 2.758 -2.183
C 0.841 2.932 -1.978
C 1.586 3.721 -2.841
N -1.228 1.876 -1.273
N -2.445 2.060 -1.335
C -3.320 1.230 -0.577
C -4.653 1.510 -0.809
C -5.620 0.770 -0.152
C -5.199 -0.217 0.716
C -3.839 -0.427 0.884
N -2.889 0.276 0.257
H 1.548 4.940 -4.603
H -0.884 4.632 -4.965
H -2.194 3.212 -3.438
H 1.321 2.451 -1.143
H 2.648 3.845 -2.666
H -4.898 2.302 -1.503
H -6.672 0.960 -0.318
H -5.901 -0.833 1.261
H -3.512 -1.212 1.541
Br -2.718 -4.831 5.025
C -2.159 -3.692 3.648
C -2.068 -2.328 3.869
C -1.657 -1.535 2.814
N -1.336 -2.010 1.611
C -1.420 -3.329 1.422
C -1.834 -4.208 2.405
H -2.311 -1.892 4.828
H -1.592 -0.463 2.933
H -1.140 -3.697 0.442
H -1.892 -5.269 2.204
O 0.142 -0.076 -2.761
C 1.357 -0.026 -2.499
N 1.760 0.129 -1.213
S 3.416 0.075 -1.098
O 3.908 1.372 -0.724
O 3.835 -1.060 -0.337
C 3.681 -0.130 -2.827
C 4.878 -0.208 -3.510
C 4.804 -0.276 -4.896
C 3.576 -0.257 -5.559
C 2.385 -0.178 -4.852
C 2.465 -0.113 -3.473
H 5.828 -0.220 -2.992
H 5.718 -0.343 -5.472
H 3.556 -0.307 -6.640
H 1.422 -0.172 -5.346
*
```

3.
Here is a molecular structure, C39H39Br2NO3P2SiSr at a distorted geometry from the Open Molecules 2025 dataset. Energies are from wB97M-V/def2-TZVPD.

Lowest unoccupied orbital energy, eV: -0.252
Relative energy (zero: lowest compared OMol25 entry of this formula, charge and spin), kcal per mole: 0.00
E, a.u.: -7941.1675
Orbital gap, eV: 6.1

The geometry in ORCA input format:
```
! RIJCOSX wB97M-V def2-TZVPD def2/J DEFGRID3
* xyz 0 1
Sr -0.621 -1.346 0.773
O -0.419 0.250 2.879
P -1.907 0.416 2.929
C -2.410 0.996 1.226
P -3.493 0.043 0.102
O -3.091 -1.392 0.015
C -5.150 0.252 0.775
C -5.614 1.447 1.320
C -6.891 1.516 1.854
C -7.713 0.396 1.834
C -7.261 -0.791 1.275
C -5.981 -0.865 0.747
C -3.351 0.873 -1.477
C -3.331 0.067 -2.611
C -3.200 0.647 -3.863
C -3.087 2.023 -3.982
C -3.102 2.829 -2.851
C -3.234 2.257 -1.598
C -2.561 1.663 4.050
C -2.370 3.014 3.755
C -2.799 3.988 4.640
C -3.417 3.620 5.829
C -3.591 2.280 6.137
C -3.159 1.301 5.254
C -2.665 -1.172 3.351
C -1.837 -2.297 3.497
C -2.415 -3.537 3.716
C -3.794 -3.659 3.811
C -4.612 -2.540 3.691
C -4.048 -1.296 3.456
H -1.492 1.229 0.671
H -2.900 1.961 1.373
H -4.990 2.333 1.338
H -7.245 2.442 2.285
H -8.709 0.451 2.253
H -7.903 -1.662 1.256
H -5.602 -1.793 0.337
H -3.378 -1.009 -2.504
H -3.164 0.020 -4.744
H -2.968 2.472 -4.959
H -2.994 3.901 -2.948
H -3.232 2.893 -0.721
H -1.864 3.311 2.844
H -2.645 5.033 4.407
H -3.755 4.382 6.519
H -4.059 1.992 7.069
H -3.289 0.257 5.505
H -0.760 -2.215 3.433
H -1.780 -4.408 3.803
H -4.236 -4.632 3.978
H -5.687 -2.641 3.771
H -4.685 -0.425 3.355
C 2.349 -1.557 3.196
C 2.837 -0.903 1.938
C 4.209 -0.566 1.840
C 4.684 0.022 0.711
C 3.803 0.293 -0.361
C 4.198 0.869 -1.592
Br 6.004 1.381 -1.884
C 3.291 1.058 -2.594
C 1.953 0.691 -2.405
Br 0.721 0.980 -3.815
C 1.469 0.140 -1.223
O 0.232 -0.186 -1.052
C 2.451 -0.065 -0.180
N 1.995 -0.663 0.962
H 2.877 -2.497 3.363
H 1.288 -1.768 3.134
H 2.528 -0.907 4.054
H 4.866 -0.790 2.671
H 5.731 0.278 0.616
H 3.596 1.490 -3.536
C 2.962 -3.495 -0.879
Si 1.210 -4.173 -0.655
C 0.136 -3.571 -2.097
C 1.392 -6.040 -0.936
C 0.456 -3.727 0.962
H 3.192 -3.340 -1.937
H 3.684 -4.218 -0.490
H 3.133 -2.553 -0.362
H 0.665 -3.685 -3.048
H -0.142 -2.515 -2.021
H -0.783 -4.164 -2.159
H 1.796 -6.276 -1.926
H 0.427 -6.544 -0.840
H 2.064 -6.468 -0.188
H 1.199 -3.836 1.764
H -0.339 -4.461 1.183
*
```

4.
Here is a molecular structure, C39H39BrN6O4STi from the Open Molecules 2025 dataset. Energies are from wB97M-V/def2-TZVPD.

Lowest unoccupied orbital energy (spin up / spin down), eV: -3.005 / -3.016
Relative energy (zero: lowest compared OMol25 entry of this formula, charge and spin), kcal per mole: 0.00
E, a.u.: -5960.7216
Orbital gap (spin up / spin down), eV: 6.6 / 7.1

The geometry in ORCA input format:
```
! RIJCOSX wB97M-V def2-TZVPD def2/J DEFGRID3
* xyz 1 2
Ti 0.151 -0.193 0.339
C 5.015 -0.269 -4.994
C 3.848 -0.209 -4.046
C 2.549 -0.019 -4.517
C 1.424 0.006 -3.701
C 0.118 0.320 -4.416
N 0.243 1.425 -5.281
C 0.972 2.656 -4.983
C 0.993 3.155 -3.538
C -0.323 3.713 -3.001
N -0.380 3.451 -1.565
C -0.863 4.219 -0.649
C -0.915 3.880 0.737
C -1.573 4.761 1.614
C -1.732 4.484 2.953
C -2.442 5.421 3.890
C -1.209 3.269 3.409
C -0.561 2.361 2.590
C -0.061 1.128 3.182
N 0.317 0.101 2.530
C 0.878 -1.035 3.256
C 2.358 -1.263 2.880
C 2.937 -0.230 1.921
N 2.346 -0.296 0.579
C 3.180 -0.359 -0.394
C 2.914 -0.331 -1.817
C 4.012 -0.327 -2.682
C 1.603 -0.231 -2.322
O 0.602 -0.333 -1.484
C -0.364 2.657 1.213
O 0.295 1.880 0.420
H 4.799 0.263 -5.919
H 5.252 -1.302 -5.257
H 5.908 0.170 -4.550
H 2.400 0.134 -5.580
H -0.207 -0.543 -4.989
H -0.563 1.550 -5.871
H 0.555 3.426 -5.635
H 2.016 2.537 -5.287
H 1.772 3.916 -3.463
H 1.317 2.337 -2.893
H -1.172 3.215 -3.468
H -0.412 4.788 -3.158
H -0.038 2.545 -1.222
H -1.263 5.178 -0.966
H -1.975 5.685 1.211
H -2.733 6.338 3.380
H -1.805 5.694 4.732
H -3.346 4.963 4.294
H -1.319 3.017 4.460
H -0.014 1.107 4.276
H 0.294 -1.916 2.985
H 0.774 -0.874 4.334
H 2.475 -2.252 2.441
H 2.963 -1.241 3.787
H 4.019 -0.372 1.856
H 2.767 0.779 2.307
H 4.245 -0.406 -0.146
H 5.008 -0.414 -2.260
O -1.908 0.351 0.431
S -2.542 -1.002 0.505
O -3.412 -1.357 -0.572
N -1.230 -1.852 0.706
C -1.231 -3.249 0.648
C -2.327 -4.048 0.856
C -2.222 -5.453 0.779
C -1.033 -6.056 0.494
C 0.115 -5.261 0.264
C 1.374 -5.811 -0.067
C 2.429 -4.981 -0.303
C 2.227 -3.589 -0.197
N 1.084 -3.036 0.117
C 0.023 -3.856 0.344
C -3.510 -1.029 1.982
C -2.895 -1.161 3.220
C -3.674 -1.160 4.365
C -5.054 -1.029 4.266
C -5.659 -0.908 3.024
C -4.888 -0.913 1.870
H -3.292 -3.608 1.070
H -3.107 -6.051 0.947
H -0.953 -7.134 0.430
H 1.481 -6.886 -0.137
H 3.405 -5.364 -0.566
H 3.061 -2.918 -0.379
H -1.824 -1.288 3.277
H -3.209 -1.275 5.336
H -5.661 -1.035 5.162
H -6.735 -0.819 2.950
H -5.340 -0.837 0.891
Br -1.541 0.501 -3.239
*
```